[1]
A structure of composition C19H20CoN4. Source: the Open Molecules 2025 dataset; level of theory: ωB97M-V/def2-TZVPD.

## Properties
HOMO level (alpha / beta): -19.68 / -19.69 eV
Strongest force on any atom: 0.4 eV/Å
E: -63587.359 eV

The geometry in ORCA input format:
```
! wB97M-V def2-TZVPD RIJCOSX def2/J DEFGRID3
* xyz 3 5
Co -0.530 0.140 -0.405
N 0.661 -0.241 1.265
N -2.006 -0.208 0.806
N 0.130 1.877 -0.937
N 0.298 -1.420 -1.218
C -0.220 -0.039 2.449
C 0.840 -2.917 -2.982
C -3.932 -0.789 2.675
C -3.295 -0.388 0.419
C 1.729 -3.254 -0.767
C -1.662 -0.326 2.112
C -4.280 -0.668 1.331
C 1.986 3.285 -1.331
C 1.467 2.106 -0.840
C -2.606 -0.622 3.066
C 1.142 4.222 -1.921
C -0.225 3.973 -2.001
C 1.039 -1.678 1.087
C 0.190 -1.801 -2.515
C 1.052 -2.132 -0.356
C 2.327 1.063 -0.169
C 1.827 0.699 1.234
C 1.621 -3.655 -2.095
C -0.704 2.792 -1.497
H 0.314 -2.284 1.633
H -0.129 0.994 2.784
H 2.435 0.181 -0.806
H 2.014 -1.845 1.546
H -2.316 -0.716 4.105
H 0.116 -0.673 3.270
H -1.761 2.558 -1.525
H -0.423 -1.190 -3.165
H 3.332 1.469 -0.060
H -5.301 -0.796 0.997
H -3.516 -0.303 -0.638
H 3.049 3.471 -1.251
H -4.688 -1.016 3.415
H 2.146 -4.539 -2.436
H 1.527 1.607 1.753
H 2.638 0.245 1.805
H 1.551 5.147 -2.308
H 0.741 -3.200 -4.021
H -0.910 4.686 -2.440
H 2.334 -3.815 -0.065
*
```

Results of the Löwdin charge analysis, in e, for atoms 1 through 6: 1.05 -0.18 -0.01 -0.01 -0.01 -0.06


[2]
A structure of composition C35H42N4RbSi2. Source: the Open Molecules 2025 dataset; level of theory: ωB97M-V/def2-TZVPD.

## Properties
HOMO level: -3.56 eV
Strongest force on any atom: 0.1 eV/Å
Energy relative to the best compared isomer or geometry (same formula, charge and spin): 0.0 kcal/mol
E: -59348.650 eV

The geometry in ORCA input format:
```
! wB97M-V def2-TZVPD RIJCOSX def2/J DEFGRID3
* xyz -1 1
Rb 0.049 -1.032 -0.093
Si 3.342 0.068 -2.003
Si -4.594 -2.562 4.606
N -2.286 0.545 1.116
N -2.216 -0.823 4.572
N 0.640 1.127 -2.246
N -1.345 -1.784 2.452
C -3.299 2.721 1.121
C -3.313 1.384 3.099
C -1.868 -2.739 1.669
C -2.631 0.378 2.397
C -1.486 -4.805 0.393
C 4.691 3.194 1.262
C 4.125 1.983 1.637
C 5.582 0.413 -5.601
C 4.741 0.198 -3.323
C -0.391 2.587 -4.004
C 1.892 0.869 -2.975
C 4.538 2.527 -1.043
C 3.950 1.309 -0.692
C 0.726 2.220 -1.263
C 6.885 0.235 -5.163
C 4.900 3.464 -0.084
C -3.204 -2.775 1.167
C -2.624 1.683 0.509
C -0.494 1.319 -3.139
C -3.643 2.559 2.458
C -2.807 -4.828 -0.062
C -3.198 -1.433 4.079
C -4.921 -2.204 6.416
C -1.029 -3.808 1.227
C -4.023 -4.319 4.363
C 2.896 -1.473 -1.251
C -3.645 -3.795 0.339
C 3.758 1.057 0.668
C 0.233 3.739 -3.197
C -6.110 -2.183 3.580
C 6.066 0.015 -2.913
C 0.019 3.509 -1.704
C -2.266 -0.915 3.048
C 4.531 0.395 -4.690
C 7.124 0.034 -3.809
H 5.348 4.404 -0.385
H -3.111 -4.510 4.931
H -3.879 -1.963 1.407
H -1.404 1.367 -2.530
H 3.963 1.761 2.686
H -4.003 -2.323 6.994
H -1.391 2.859 -4.354
H 3.597 -1.885 -0.522
H 4.718 2.747 -2.092
H -3.538 3.623 0.575
H 6.273 -0.148 -1.859
H 3.306 0.115 0.960
H 1.777 2.442 -1.085
H -4.792 -5.021 4.699
H -6.379 -1.126 3.651
H -0.595 0.434 -3.772
H -3.809 -4.509 3.310
H 4.970 3.922 2.014
H 1.655 0.135 -3.757
H -1.055 3.454 -1.497
H -4.162 3.346 2.993
H 0.312 1.900 -0.297
H 7.707 0.250 -5.869
H -0.185 4.698 -3.508
H -4.671 -3.771 -0.018
H 2.251 1.767 -3.507
H -0.803 -5.593 0.094
H -0.009 -3.823 1.589
H -5.926 -2.420 2.531
H 1.308 3.789 -3.389
H -3.559 1.234 4.140
H 5.381 0.568 -6.655
H -6.965 -2.772 3.918
H 0.209 2.386 -4.894
H 8.139 -0.109 -3.454
H -2.329 1.767 -0.532
H 3.524 0.539 -5.066
H -3.162 -5.614 -0.715
H 2.536 -2.255 -1.926
H -5.272 -1.180 6.555
H 0.403 4.344 -1.115
H -5.675 -2.881 6.826
*
```

Results of the Löwdin charge analysis, in e, for atoms 1 through 6: 0.81 0.50 0.51 0.08 0.20 -0.25


[3]
A structure of composition C2H2GaLiO2 in a non-equilibrium geometry. Source: the Open Molecules 2025 dataset; level of theory: ωB97M-V/def2-TZVPD.

## Properties
HOMO level (alpha / beta): -20.96 / -20.47 eV
Strongest force on any atom: 3.9 eV/Å
Energy relative to the best compared isomer or geometry (same formula, charge and spin): 43.7 kcal/mol
E: -58758.866 eV

The geometry in ORCA input format:
```
! wB97M-V def2-TZVPD RIJCOSX def2/J DEFGRID3
* xyz 2 1
Ga -2.034 -1.717 0.993
O 1.048 0.540 0.148
O -1.463 0.058 0.927
C 0.860 -0.273 1.216
C -0.546 -0.612 1.523
Li -0.478 1.441 -0.113
H 1.427 -1.235 1.139
H 1.066 -0.062 2.346
*
```

Results of the Löwdin charge analysis, in e, for atoms 1 through 6: 1.23 0.07 -0.13 -0.24 -0.20 0.83


[4]
A cluster of 2 separate species, C5H11IOS in total in a non-equilibrium geometry. Source: the Open Molecules 2025 dataset; level of theory: ωB97M-V/def2-TZVPD.

## Properties
HOMO level (alpha / beta): -8.01 / -6.73 eV
Strongest force on any atom: 4.2 eV/Å
Energy relative to the best compared isomer or geometry (same formula, charge and spin): 53.4 kcal/mol
E: -26342.951 eV

The geometry in ORCA input format:
```
! wB97M-V def2-TZVPD RIJCOSX def2/J DEFGRID3
* xyz 0 1
I 0.737 5.480 -0.476
S 1.414 3.215 -0.621
O -0.880 0.801 1.002
C -0.674 -2.289 0.300
C -1.436 1.974 0.389
C 1.598 -1.515 -0.647
C 0.476 -1.188 0.396
C -0.080 0.123 0.157
H -0.855 -2.599 -0.668
H -0.320 -3.210 0.802
H -2.333 2.250 1.005
H -0.926 2.880 0.159
H 0.080 0.458 -0.861
H 2.077 -2.502 -0.534
H -1.886 1.509 -0.480
H 1.253 -1.408 -1.593
H 1.006 -1.238 1.398
H -1.591 -1.953 0.786
H 2.341 -0.785 -0.513
*
```

Results of the Löwdin charge analysis, in e, for atoms 1 through 6: 0.19 -0.34 -0.06 -0.03 -0.10 -0.05